(1)
The following is a quantum chemistry calculation of C20H12BCl3F4N5O2RhS2Si as an isolated structure, from OMol25.

XYZ file:
```
51
Properties=species:S:1:pos:R:3:forces:R:3:mulliken_charge:R:1
Rh 0.305072 0.223024 0.485572 0.0 -0.2 0.1 1.08
S -0.687491 -0.984942 2.107635 0.0 -0.1 0.0 -0.29
C -0.470523 -2.616335 1.524662 0.0 0.0 0.0 0.62
C -0.930242 -3.658426 2.389141 0.0 0.0 0.0 -0.19
N -1.304980 -4.475884 3.109624 0.0 0.0 0.0 -0.57
C 0.087249 -2.896176 0.319718 0.0 0.0 0.0 0.65
S 0.671650 -1.670967 -0.768810 -0.1 0.0 0.0 -0.32
C 0.199107 -4.254226 -0.122486 0.0 0.0 0.1 -0.26
N 0.274235 -5.345486 -0.483982 0.0 0.0 0.0 -0.56
C -0.548947 4.106921 -6.246318 0.0 0.0 0.1 -0.73
O -1.932407 4.422897 -6.251951 0.0 0.0 0.0 -0.48
C -2.543900 4.555242 -5.040235 0.0 0.0 0.0 1.01
C -3.921189 4.767770 -5.072271 0.0 0.0 0.0 -0.69
C -4.620575 4.899549 -3.890846 0.0 0.0 0.0 0.12
C -3.984974 4.800201 -2.649764 -0.1 -0.3 -0.2 -0.45
C -2.602061 4.628605 -2.637459 0.0 0.1 0.1 -0.40
C -1.882535 4.507519 -3.818494 0.0 0.0 0.0 -0.41
N -4.862979 5.015287 -1.543464 0.3 0.6 0.1 -0.50
N -4.603871 4.735065 -0.353387 -0.5 -0.5 0.0 -0.69
C -3.597005 3.856720 0.084868 0.3 0.1 0.2 0.48
C -3.012871 4.216876 1.291407 0.0 0.0 -0.1 -0.17
C -1.904098 3.576342 1.827392 0.1 0.0 -0.1 -1.06
C -1.333989 2.477788 1.171328 0.0 0.0 0.0 0.89
O -0.239289 1.930654 1.553028 0.0 0.0 0.0 -0.69
C -2.074039 1.955012 0.033208 0.0 0.0 0.0 0.31
N -1.626515 0.777130 -0.464055 0.0 0.1 -0.2 0.09
C -2.203829 0.236355 -1.505024 0.0 -0.1 0.1 -0.18
C -3.334182 0.818539 -2.099746 0.0 0.0 0.0 -1.07
C -3.821024 1.996003 -1.606442 0.0 0.0 0.0 -0.71
C -3.177161 2.632218 -0.519712 -0.1 -0.1 0.0 0.13
H -0.266176 3.985729 -7.289271 0.0 0.0 0.0 0.22
H -0.350238 3.183124 -5.700598 0.0 0.0 0.0 0.30
H 0.040737 4.911540 -5.799425 0.0 0.0 0.0 0.32
H -4.419441 4.828176 -6.031606 0.0 0.0 0.0 0.39
H -5.687453 5.086471 -3.895601 0.0 0.0 0.0 0.40
H -2.051100 4.594981 -1.708394 0.0 0.0 0.0 0.46
H -0.818659 4.329296 -3.749227 0.0 0.0 0.0 0.34
H -3.431164 5.085370 1.788412 0.0 0.0 0.0 0.38
H -1.439674 3.925168 2.739846 0.0 0.0 0.0 0.41
H -1.770359 -0.689527 -1.865636 0.0 0.0 0.0 0.43
H -3.799014 0.334417 -2.948026 0.0 0.0 0.0 0.40
H -4.695469 2.447928 -2.052960 0.0 0.0 0.0 0.56
Cl 3.702666 -1.372176 1.008023 0.0 0.0 0.0 -0.33
Si 2.305449 0.069759 1.560924 -0.1 0.1 -0.1 0.51
Cl 2.286734 -0.119962 3.641944 0.0 0.0 0.0 -0.33
Cl 3.326452 1.867591 1.273195 0.0 0.0 0.0 -0.34
F 0.214021 0.857676 -3.263726 0.0 0.0 0.0 -0.47
B 1.168798 1.641933 -2.616444 -0.1 0.1 -0.1 0.20
F 2.453479 1.322258 -3.016650 0.0 0.0 0.0 -0.34
F 0.898110 3.004080 -2.822246 0.0 0.0 -0.1 -0.33
F 1.053829 1.415007 -1.181756 0.2 0.2 0.1 -0.13
```
Forces are in eV/Å.

Values from the calculation:
**Energy relative to the best compared isomer or geometry (same formula, charge and spin)**: 0.00 kcal per mole
**Multiplicity**: 1
**Net charge**: -2
**Energy**: -4195.48123 hartree
**Molecular weight**: 742.6 g mol⁻¹
**HOMO-LUMO gap**: 6.3760 eV
**E_LUMO**: 4.054 eV

***

(2)
The following is a quantum chemistry calculation of C20H12BCl5CoO3 as an isolated structure, from OMol25.

XYZ file:
```
42
Properties=species:S:1:pos:R:3:forces:R:3:mulliken_charge:R:1
Co 1.280166 0.967084 -0.289029 -0.6 1.1 -2.1 0.28
Cl 4.536401 0.519315 -0.224889 0.1 0.1 0.1 -0.19
C 3.982844 2.159638 -0.175891 0.2 -0.4 0.1 1.18
C 2.623557 2.377962 -0.261598 0.0 -1.2 1.0 -0.95
C 2.159212 3.677509 -0.257213 -0.2 0.3 -0.1 1.03
Cl 0.458848 3.959564 -0.472468 0.0 -0.2 0.1 -0.21
C 3.025372 4.757604 -0.130232 0.1 0.0 -0.1 -0.25
Cl 2.424228 6.360068 -0.117931 0.0 0.0 0.0 -0.16
C 4.399696 4.514566 -0.024473 -0.1 0.0 0.0 0.61
Cl 5.483850 5.822830 0.132958 0.0 0.0 0.0 -0.14
C 4.886527 3.205623 -0.063625 0.1 0.1 -0.1 -0.24
Cl 6.567718 2.901423 0.022470 0.0 0.0 0.0 -0.15
C -1.579432 0.422671 2.247471 0.1 0.0 0.0 -1.58
C -1.555510 0.665637 0.777021 0.2 0.0 0.5 0.91
O -0.474826 0.989203 0.235537 -0.1 -0.3 0.1 -0.67
C -2.751442 0.574927 -0.030054 -0.1 0.0 -0.2 0.73
C -2.659685 0.713886 -1.421957 0.1 0.0 0.0 -0.29
C -3.796053 0.647954 -2.199997 0.0 0.0 0.0 -0.80
C -5.035597 0.448700 -1.598168 0.1 0.0 0.0 -0.34
C -5.138808 0.322272 -0.216505 -0.1 0.0 0.0 -0.84
C -4.003740 0.379323 0.566598 0.0 0.0 0.1 -0.31
H -0.568501 0.446510 2.643837 0.0 0.0 0.0 0.36
H -2.040528 -0.539263 2.473556 0.0 0.0 0.0 0.45
H -2.166749 1.202981 2.738140 0.0 0.0 0.0 0.47
H -1.689751 0.859991 -1.876445 0.0 0.0 0.0 0.37
H -3.723232 0.751325 -3.274079 0.0 0.0 0.0 0.42
H -5.925981 0.384729 -2.211129 0.0 0.0 0.0 0.42
H -6.106917 0.181821 0.245608 0.0 0.0 0.0 0.41
H -4.090866 0.282352 1.641806 0.0 0.0 -0.1 0.38
O 0.451449 -1.573614 -0.758281 -0.2 0.1 -0.3 -0.38
B 1.547256 -0.996996 -0.162759 0.0 0.2 0.8 0.71
O 2.299347 -1.884153 0.528901 0.5 0.0 0.3 -0.57
C 1.645925 -3.105213 0.385004 0.0 0.1 0.0 0.80
C 1.975135 -4.329246 0.914174 0.2 0.0 0.1 -0.92
C 1.106153 -5.376299 0.623487 0.0 0.0 0.0 -0.49
C -0.025089 -5.188517 -0.163861 -0.1 0.0 0.0 -0.55
C -0.338401 -3.943850 -0.702219 -0.1 0.1 -0.1 -0.84
C 0.527141 -2.921680 -0.398277 0.0 0.1 0.0 0.60
H 2.859506 -4.466264 1.522063 0.0 0.0 0.0 0.47
H 1.316481 -6.360501 1.019678 0.0 0.0 0.0 0.40
H -0.677812 -6.028052 -0.361736 0.0 0.0 0.0 0.40
H -1.207880 -3.783806 -1.325482 0.0 0.0 0.0 0.48
```
Forces are in eV/Å.

Values from the calculation:
**Energy relative to the best compared isomer or geometry (same formula, charge and spin)**: 48.03 kcal per mole
**Multiplicity**: 1
**Net charge**: +1
**Energy**: -4703.35262 hartree
**Molecular weight**: 547.3 g mol⁻¹
**HOMO-LUMO gap (spin up / spin down)**: 6.3135 / 6.3101 eV
**E_LUMO (spin up / spin down)**: -5.487 / -5.491 eV

***

(3)
The following is a quantum chemistry calculation of C20H12BrClIrN2O4 as an isolated structure, from OMol25.

XYZ file:
```
41
Properties=species:S:1:pos:R:3:forces:R:3:mulliken_charge:R:1
Ir -0.099383 -0.305442 -0.045177 -1.4 -1.4 0.5 1.60
Cl 1.734843 5.421052 -4.253589 0.1 0.1 -0.1 -0.05
C 1.068171 4.305121 -3.204405 0.0 -0.1 0.1 0.31
C -0.269614 4.454245 -2.757984 0.1 0.0 0.0 -0.59
C -0.800990 3.545425 -1.901346 -0.1 -0.1 0.2 -0.51
C -0.029127 2.418249 -1.434935 0.1 0.1 -0.1 0.91
O -0.577451 1.622610 -0.621704 -0.2 -0.9 0.3 -0.78
C 1.327910 2.280464 -1.905244 -0.2 -0.2 -0.1 0.47
C 2.175837 1.203753 -1.456988 -0.1 0.2 0.1 0.12
O 1.863411 0.334027 -0.640599 -0.9 -0.6 0.4 -0.58
C 1.851986 3.208356 -2.764331 0.0 0.2 -0.2 -0.84
H -0.855091 5.293614 -3.109363 0.0 0.0 0.0 0.46
H -1.817883 3.631657 -1.540666 0.0 0.0 0.0 0.48
H 3.191953 1.171588 -1.861552 0.1 0.0 0.2 0.42
H 2.874848 3.115729 -3.112044 0.0 0.1 0.0 0.46
N -3.577761 -0.300810 5.268964 0.0 0.0 -0.1 -0.34
C -2.570772 -0.222196 4.723980 0.1 0.0 0.0 -0.28
C -1.308774 -0.125413 4.040305 -0.1 0.0 0.2 0.20
C -0.113680 0.050778 4.731176 0.0 0.0 0.0 -0.10
C 1.071990 0.127667 4.017068 0.0 -0.1 0.1 -0.76
C 1.034279 0.026324 2.644667 -0.4 0.0 0.4 -0.13
N -0.137282 -0.133846 1.989123 1.9 1.3 0.2 -0.46
C -1.289307 -0.210032 2.660231 0.0 0.0 -0.3 0.19
H -0.119733 0.117979 5.811046 0.0 0.0 0.0 0.55
H 2.021217 0.257487 4.517308 0.0 0.0 0.0 0.45
H 1.937151 0.055622 2.052150 0.0 0.0 -0.1 0.48
H -2.199352 -0.355084 2.094262 0.0 0.0 0.0 0.56
Br -2.667723 -4.368915 1.514976 0.1 0.0 -0.1 -0.14
C -2.557773 -4.532097 -0.361831 0.0 0.1 0.2 0.16
C -3.077541 -5.686117 -0.908759 -0.1 -0.1 -0.2 -0.54
C -3.106349 -5.850782 -2.288891 0.0 -0.1 0.1 -0.43
C -2.617378 -4.866618 -3.136991 0.0 0.0 -0.1 -0.69
C -2.087122 -3.717886 -2.601070 0.0 0.1 0.0 -0.47
C -2.036655 -3.531741 -1.206759 0.1 0.0 0.1 0.24
C -1.381725 -2.330812 -0.757334 0.0 0.2 -1.3 1.26
O -1.062773 -1.385652 -1.562348 0.1 -0.1 -1.2 -0.74
O -1.006812 -2.085037 0.458422 0.8 1.5 0.5 -0.54
H -3.469675 -6.454540 -0.258614 0.0 0.0 0.0 0.44
H -3.523090 -6.760149 -2.702189 0.0 0.0 0.0 0.41
H -2.640363 -5.006112 -4.208554 0.0 0.0 0.0 0.41
H -1.688142 -2.946244 -3.244359 0.0 0.0 0.0 0.41
```
Forces are in eV/Å.

Values from the calculation:
**Multiplicity**: 2
**Net charge**: +2
**Energy**: -4317.67334 hartree
**Molecular weight**: 651.9 g mol⁻¹
**HOMO-LUMO gap (spin up / spin down)**: 5.5026 / 4.3671 eV
**E_LUMO (spin up / spin down)**: -8.703 / -9.839 eV